1.
{"formula": "C26H43Cl2N2PRhS", "method": "ωB97M-V/def2-TZVPD", "elements": ["P", "C", "C", "C", "C", "C", "C", "C", "C", "C", "C", "C", "C", "C", "C", "C", "C", "C", "C", "H", "H", "H", "H", "H", "H", "H", "H", "H", "H", "H", "H", "H", "H", "H", "H", "H", "H", "H", "H", "H", "H", "H", "H", "H", "H", "H", "H", "H", "H", "H", "H", "H", "Rh", "Cl", "Cl", "C", "H", "C", "C", "C", "C", "C", "C", "H", "H", "H", "H", "H", "N", "C", "N", "S", "H", "H", "H", "H"], "positions_angstrom": [[0.0955, -0.8409, -0.4528], [1.7109, -0.2911, -1.3355], [1.9818, -0.7803, -2.7640], [3.3563, -0.3331, -3.2811], [3.6207, 1.1677, -3.0783], [3.2841, 1.6503, -1.6682], [1.8638, 1.2312, -1.2605], [-1.2956, 0.0352, -1.4591], [-1.1942, 0.0841, -2.9723], [-2.5053, 0.6130, -3.5780], [-2.9347, 1.9593, -2.9712], [-2.8660, 2.0053, -1.4406], [-1.5436, 1.4458, -0.9005], [-0.0358, -2.5414, -1.2506], [1.1462, -3.4501, -0.8782], [1.0495, -4.7914, -1.5987], [-0.2980, -5.4784, -1.3351], [-1.4989, -4.5480, -1.5423], [-1.3492, -3.2007, -0.8214], [2.4504, -0.7536, -0.6535], [1.2192, -0.3729, -3.4393], [1.9149, -1.8712, -2.8386], [3.4367, -0.5819, -4.3496], [4.1364, -0.9140, -2.7708], [4.6704, 1.3904, -3.3111], [3.0064, 1.7229, -3.7991], [3.9967, 1.2259, -0.9508], [3.3823, 2.7401, -1.6079], [1.6401, 1.5992, -0.2488], [1.1487, 1.7081, -1.9497], [-2.1669, -0.5813, -1.1870], [-3.2964, -0.1293, -3.4136], [-0.9639, -0.9017, -3.3978], [-0.3877, 0.7683, -3.2687], [-2.3897, 0.7180, -4.6651], [-3.9564, 2.1942, -3.3001], [-2.2835, 2.7409, -3.3791], [-3.0065, 3.0371, -1.0894], [-3.6919, 1.4187, -1.0165], [-1.5898, 1.4015, 0.1938], [-0.7131, 2.1148, -1.1785], [-0.0538, -2.4248, -2.3499], [2.1193, -2.9769, -1.0717], [1.0893, -3.6253, 0.2023], [1.1728, -4.6222, -2.6771], [1.8749, -5.4384, -1.2728], [-0.3077, -5.8553, -0.3037], [-0.3955, -6.3521, -1.9906], [-2.4220, -5.0344, -1.2081], [-1.6089, -4.3448, -2.6165], [-2.2173, -2.5632, -1.0452], [-1.3293, -3.3346, 0.2702], [-0.1899, -0.2499, 2.8997], [-2.1133, -0.6369, 1.6258], [1.1834, -1.9806, 1.9687], [-0.9534, 1.1315, 3.8352], [-1.6524, 0.9409, 4.6761], [-0.7163, 2.5140, 3.5206], [-1.3794, 3.5141, 4.2796], [-1.2777, 4.8314, 3.8789], [-0.5231, 5.1741, 2.7428], [0.1397, 4.1848, 2.0069], [0.0545, 2.8557, 2.3971], [-2.0100, 3.1649, 5.1029], [-1.8198, 5.5972, 4.4336], [0.6968, 4.4281, 1.1006], [0.5070, 2.0391, 1.8191], [-0.4961, 6.2081, 2.4074], [0.8037, 1.0659, 6.8946], [0.5555, 0.0522, 6.0561], [-0.2638, -0.9354, 6.4458], [1.3427, 0.0027, 4.5010], [0.4745, 1.0439, 7.8588], [1.4131, 1.8249, 6.5975], [-0.3873, -1.7040, 5.7924], [-0.4542, -1.1056, 7.4314]], "forces_ev_per_angstrom": [[0.1, 0.9, -2.1], [-0.5, -0.3, 0.4], [0.0, 0.2, -0.2], [0.1, 0.0, 0.1], [0.0, -0.1, -0.1], [-0.2, -0.1, 0.1], [0.3, 0.0, -0.1], [0.7, -0.3, 0.5], [-0.4, 0.2, -0.3], [0.0, 0.0, 0.1], [0.0, 0.0, -0.1], [0.1, -0.1, 0.0], [-0.2, 0.0, 0.0], [0.0, 0.4, 0.3], [-0.2, -0.2, 0.2], [-0.1, 0.1, -0.1], [0.0, 0.0, 0.1], [0.0, 0.2, 0.1], [0.1, -0.3, -0.1], [0.0, 0.2, -0.2], [0.2, -0.1, 0.1], [0.0, 0.2, 0.0], [0.0, 0.1, 0.2], [0.0, 0.1, 0.0], [-0.2, 0.0, 0.0], [0.0, 0.0, 0.1], [0.0, 0.0, 0.0], [0.1, -0.1, 0.0], [0.0, -0.1, -0.2], [0.2, -0.1, 0.2], [0.1, 0.2, -0.1], [0.0, 0.0, 0.0], [-0.1, 0.2, 0.0], [-0.1, -0.1, 0.0], [-0.1, 0.0, 0.1], [0.2, 0.0, 0.0], [0.0, 0.0, 0.0], [0.0, -0.1, -0.1], [0.1, 0.0, 0.0], [0.1, 0.1, -0.3], [-0.2, -0.1, 0.1], [0.0, 0.0, 0.3], [-0.3, -0.1, 0.1], [0.1, 0.0, -0.2], [0.0, -0.1, 0.0], [-0.1, 0.0, -0.1], [0.0, 0.1, -0.1], [0.0, 0.0, 0.1], [0.1, -0.1, -0.1], [0.0, 0.0, 0.0], [0.3, -0.2, 0.1], [0.0, 0.0, -0.2], [0.7, -3.1, -1.6], [-0.7, -0.4, 0.3], [0.8, -0.7, 0.4], [-1.7, 4.2, 1.7], [0.4, -0.1, -0.4], [-1.0, -1.5, 0.7], [0.2, 0.1, -0.5], [-0.1, 0.0, 0.1], [0.0, 0.1, 0.0], [0.0, -0.3, 0.0], [0.1, 0.5, -0.3], [0.2, 0.4, -0.2], [0.2, 0.0, -0.2], [-0.1, 0.1, 0.3], [-0.1, 0.5, 0.1], [0.1, -0.1, 0.1], [0.2, 2.2, 1.9], [1.8, -0.1, -2.6], [-1.7, -1.6, 0.5], [0.4, -0.5, 1.5], [0.3, 0.1, -0.7], [-0.5, -0.6, 0.3], [0.1, 0.3, 0.5], [0.3, -0.1, -0.5]], "lowdin_spin": [0.028, 0.004, 0.001, 0.000, 0.000, 0.000, 0.000, 0.004, 0.001, 0.000, 0.000, 0.000, 0.001, 0.003, 0.001, 0.000, 0.000, 0.000, 0.001, 0.000, 0.000, 0.000, 0.000, 0.000, 0.000, 0.000, 0.000, 0.000, 0.000, 0.000, 0.001, 0.000, 0.000, 0.000, 0.000, 0.000, 0.000, 0.000, 0.000, 0.001, 0.000, 0.001, 0.000, 0.001, 0.000, 0.000, 0.000, 0.000, 0.000, 0.000, 0.000, 0.001, 1.664, 0.175, 0.061, 0.536, 0.033, 0.066, 0.101, -0.004, 0.131, -0.005, 0.118, 0.004, -0.004, -0.004, 0.013, 0.010, 0.160, 0.433, 0.142, 0.256, 0.019, 0.009, 0.009, 0.025], "s2": 6.048, "total_energy_ev": -78817.1538, "molar_mass_g_mol": 620.50, "e_lumo_ev": [2.80, 1.46], "homo_lumo_gap_ev": [4.53, 5.50], "spin_multiplicity": 5, "charge": -1}

2.
{"formula": "C4H6N2O", "method": "ωB97M-V/def2-TZVPD", "elements": ["C", "O", "C", "C", "N", "C", "N", "H", "H", "H", "H", "H", "H"], "positions_angstrom": [[1.8884, -1.1411, -0.5326], [1.1347, -0.4678, 0.4668], [-0.1149, -0.0020, 0.2741], [-1.3709, -0.5331, 0.4277], [-2.3185, 0.4618, 0.3715], [-1.6523, 1.5717, 0.1996], [-0.3126, 1.3556, 0.1186], [2.0970, -2.1559, -0.1720], [2.8489, -0.6178, -0.6119], [1.3749, -1.1534, -1.5018], [-1.6761, -1.5558, 0.5918], [-2.0776, 2.5646, 0.1820], [0.4174, 2.0484, 0.0379]], "forces_ev_per_angstrom": [[0.1, 0.0, -0.1], [0.0, 0.1, 0.4], [-0.3, 0.0, 0.0], [0.2, -0.2, -0.1], [0.2, 0.2, -0.1], [-0.1, 0.2, 0.1], [0.1, 0.0, 0.0], [-0.2, 0.1, -0.3], [-0.2, -0.1, -0.2], [0.1, -0.1, 0.2], [0.2, 0.0, 0.0], [0.0, -0.1, -0.1], [-0.2, -0.2, 0.0]], "mulliken_charge": [-0.587, -0.396, 0.422, -0.412, -0.588, -0.176, -0.028, 0.236, 0.224, 0.321, 0.401, 0.378, 0.207], "e_above_lowest_kj_mol": 136.4, "total_energy_ev": -9272.0885, "molar_mass_g_mol": 98.10, "smiles": "COc1cnc[nH]1", "e_lumo_ev": 0.83, "homo_lumo_gap_ev": 9.33, "charge": 0}